[1]
The following is a quantum chemistry calculation of 4 unconnected molecules or ions with the total composition C28H37F12N2O15P3, from the OMol25 dataset.

ORCA input file:
```
! wB97M-V def2-TZVPD RIJCOSX def2/J DEFGRID3
* xyz 0 1
N 5.216 3.109 7.804
C 4.563 2.085 7.865
O 4.256 0.687 7.709
C 3.247 0.530 6.696
C 3.575 0.754 5.178
C 5.017 1.166 4.601
C 4.942 2.147 3.321
C 4.241 3.551 3.605
F 3.138 3.937 2.738
C 4.607 4.506 4.612
F 3.831 4.766 5.769
F 5.793 5.291 4.453
C 2.410 0.605 4.145
C 0.951 0.237 4.634
C -0.171 0.163 3.490
C -1.175 1.410 3.615
C -0.581 2.814 3.164
F -0.145 2.658 1.786
F 0.612 3.209 3.878
C -1.575 4.066 3.192
F -0.776 5.229 3.513
F -2.006 4.292 1.832
C -2.769 4.043 4.245
F -3.764 3.029 3.991
F -3.495 5.280 4.028
C -2.359 4.071 5.796
F -3.430 3.419 6.506
F -1.184 3.370 6.136
F -2.234 5.391 6.317
C 0.579 -0.004 6.123
C 1.795 0.161 7.086
C 1.092 -0.109 8.493
O 1.671 -0.133 9.606
N -0.375 -0.329 8.288
C -0.797 -0.345 6.847
O -1.954 -0.544 6.413
H 5.538 0.194 4.271
H 5.579 1.729 5.422
H 6.026 2.373 2.987
H 4.413 1.680 2.409
H 2.587 0.761 3.016
H -0.811 -0.785 3.684
H 0.278 0.028 2.442
H -1.620 1.383 4.674
H -2.065 1.184 2.904
H -0.860 0.507 8.685
C -6.385 1.601 1.578
O -6.595 1.661 0.180
P -5.624 0.759 -0.914
O -6.225 -0.558 -0.425
O -4.262 1.074 -0.047
C -3.769 2.403 0.015
O -4.648 -0.033 -2.089
C -5.344 -0.821 -3.046
H -7.361 1.602 2.069
H -5.829 0.714 1.883
H -5.855 2.502 1.895
H -3.590 2.653 1.064
H -4.480 3.120 -0.401
H -2.821 2.468 -0.524
H -6.181 -0.259 -3.468
H -5.712 -1.744 -2.580
H -4.649 -1.090 -3.844
C -2.909 -3.109 -2.814
O -3.260 -3.935 -3.907
P -2.189 -5.138 -4.507
O -2.355 -5.974 -3.239
O -0.889 -4.146 -4.321
C -0.778 -2.987 -5.131
O -1.151 -6.301 -5.234
C -1.693 -7.607 -5.386
H -3.793 -2.973 -2.188
H -2.103 -3.528 -2.210
H -2.619 -2.127 -3.194
H -0.575 -2.132 -4.481
H -1.695 -2.793 -5.691
H 0.059 -3.104 -5.823
H -2.689 -7.558 -5.833
H -1.745 -8.111 -4.413
H -1.031 -8.181 -6.038
C 4.008 -3.393 -6.683
O 4.852 -3.018 -7.759
P 4.586 -1.559 -8.629
O 4.991 -0.729 -7.412
O 2.958 -1.782 -8.603
C 2.391 -2.847 -9.347
O 4.344 -0.158 -9.597
C 5.469 0.700 -9.741
H 4.630 -3.827 -5.897
H 3.447 -2.552 -6.274
H 3.320 -4.169 -7.025
H 1.725 -3.411 -8.687
H 3.155 -3.523 -9.736
H 1.802 -2.440 -10.172
H 6.358 0.123 -10.007
H 5.648 1.249 -8.808
H 5.254 1.421 -10.532
*
```

- molecular weight (Da) = 962.5

[2]
The following is a quantum chemistry calculation of a molecular structure, C23H35N9O5RbS2, from the OMol25 dataset.

ORCA input file:
```
! wB97M-V def2-TZVPD RIJCOSX def2/J DEFGRID3
* xyz -1 1
Rb 0.072 -1.681 0.232
C 3.200 0.199 4.564
C 2.561 -0.424 3.353
N 1.309 -0.407 3.117
N 0.498 0.180 4.035
C -0.851 0.302 3.811
N -1.488 0.807 4.907
S -1.642 -0.088 2.418
C 3.406 -1.135 2.334
C 4.652 -1.657 2.649
C 5.346 -2.360 1.667
C 4.785 -2.508 0.414
C 3.540 -1.932 0.188
N 2.874 -1.263 1.123
H 2.754 1.173 4.778
H 4.261 0.368 4.401
H 3.089 -0.432 5.450
H 0.877 0.523 4.901
H -0.979 1.295 5.624
H -2.444 1.078 4.752
H 5.067 -1.553 3.643
H 6.314 -2.789 1.893
H 5.283 -3.060 -0.372
H 3.050 -2.001 -0.784
O -5.118 -4.485 -2.887
C -4.027 -3.863 -2.344
C -3.362 -4.381 -1.243
C -2.248 -3.699 -0.774
N -1.851 -2.547 -1.321
C -2.523 -2.038 -2.357
C -3.605 -2.679 -2.927
C -2.024 -0.685 -2.874
O -2.267 -0.414 -4.063
O -1.411 0.012 -2.013
C -1.438 -4.240 0.424
O -2.114 -4.690 1.363
O -0.180 -4.154 0.311
H -5.300 -5.271 -2.360
H -3.687 -5.283 -0.737
H -4.097 -2.254 -3.791
N 1.315 -2.395 -2.578
C 1.371 -1.828 -3.934
C 2.188 -0.542 -3.955
C 1.593 0.577 -3.090
N 2.014 0.450 -1.679
H 0.772 -3.251 -2.569
H 0.795 -1.747 -2.006
H 0.375 -1.606 -4.339
H 1.836 -2.566 -4.591
H 2.253 -0.192 -4.989
H 3.209 -0.761 -3.613
H 0.503 0.512 -3.113
H 1.865 1.549 -3.517
H 1.397 0.990 -1.079
H 2.943 0.832 -1.550
C -2.059 3.559 2.592
N -2.044 4.213 1.286
C -1.871 5.657 1.407
C -1.072 3.664 0.386
S 0.502 3.355 0.867
N -1.535 3.462 -0.841
C -0.665 2.983 -1.917
C -2.947 3.551 -1.219
H -2.941 3.912 3.134
H -1.159 3.781 3.179
H -2.127 2.479 2.467
H -0.882 5.913 1.809
H -2.642 6.045 2.075
H -1.988 6.135 0.433
H 0.337 3.380 -1.785
H -1.084 3.332 -2.862
H -0.651 1.891 -1.937
H -3.561 3.684 -0.340
H -3.222 2.630 -1.734
H -3.098 4.389 -1.903
*
```

- molecular weight (Da) = 667.2
- relative energy (zero: lowest compared OMol25 entry of this formula, charge and spin) (kJ/mol) = 245.5

Table of highest occupied orbital energy (hartree), in record order: -0.3238 -0.1903